{
  "formula": "C8H7F2O2Si",
  "method": "ωB97M-V with the def2-TZVPD basis set",
  "species": ["C", "C", "C", "C", "C", "C", "C", "C", "O", "O", "F", "F", "Si", "H", "H", "H", "H", "H", "H", "H"],
  "xyz": [[0.39, -2.48, -1.47], [0.60, -2.58, -0.08], [-0.29, -1.29, -1.93], [-0.02, -1.75, 0.81], [-0.73, -0.35, -1.05], [-0.57, -0.53, 0.38], [-0.99, 0.47, 1.22], [-2.23, 2.48, 1.43], [-1.37, 1.60, 1.33], [0.89, 1.99, 0.12], [3.36, 0.90, -0.26], [3.40, 3.19, 0.65], [2.42, 2.09, 0.16], [0.49, -3.16, -2.25], [1.08, -3.47, 0.11], [-0.55, -1.30, -2.95], [0.31, -2.05, 1.83], [-0.99, 0.65, -1.19], [-3.26, 2.14, 1.35], [-1.95, 3.45, 1.79]],
  "gap_ev": [5.9, 6.7],
  "e_lumo_ev": [-5.3, -6.4],
  "s2": 2.074,
  "spin_multiplicity": 3,
  "homo_ha": [-0.41137, -0.48343],
  "total_charge": 1
}

{
  "formula": "C46H66N11O2",
  "method": "ωB97M-V with the def2-TZVPD basis set",
  "species": ["C", "O", "C", "C", "N", "H", "H", "C", "C", "O", "C", "H", "H", "H", "H", "H", "H", "H", "H", "H", "H", "H", "H", "H", "H", "N", "C", "C", "C", "C", "H", "H", "H", "H", "H", "N", "C", "C", "C", "C", "H", "H", "H", "H", "H", "N", "C", "C", "C", "C", "H", "H", "H", "H", "H", "N", "C", "C", "C", "C", "H", "H", "H", "H", "H", "N", "C", "C", "C", "C", "H", "H", "H", "H", "H", "N", "C", "C", "C", "C", "H", "H", "H", "H", "H", "N", "C", "C", "C", "C", "H", "H", "H", "H", "H", "N", "C", "C", "C", "C", "H", "H", "H", "H", "H", "N", "C", "C", "C", "C", "H", "H", "H", "H", "H", "N", "C", "C", "C", "C", "H", "H", "H", "H", "H"],
  "xyz": [[1.14, -0.95, 4.77], [1.60, -0.10, 3.71], [1.15, -0.45, 2.44], [1.82, 0.54, 1.47], [1.30, 0.57, 0.13], [1.67, 1.38, -0.39], [1.68, -0.11, -0.41], [-0.11, 0.91, -0.07], [-0.54, 0.49, -1.49], [0.23, 1.08, -2.48], [-0.33, 1.17, -3.70], [1.50, -0.43, 5.71], [1.71, -1.96, 4.61], [0.09, -1.03, 4.79], [0.03, -0.37, 2.40], [1.32, -1.30, 1.92], [2.93, 0.27, 1.45], [1.70, 1.43, 1.91], [-0.27, 2.02, 0.23], [-0.78, 0.57, 0.77], [-1.37, 0.76, -1.53], [-0.51, -0.69, -1.66], [-1.30, 1.75, -3.85], [-0.41, 0.07, -4.12], [0.39, 1.57, -4.37], [-5.63, 2.46, -0.67], [-5.39, 1.47, -1.62], [-4.14, 1.75, -2.22], [-3.74, 3.08, -1.56], [-4.63, 3.41, -0.67], [-6.40, 2.40, -0.07], [-6.06, 0.73, -1.87], [-3.63, 0.98, -2.83], [-2.76, 3.49, -1.82], [-4.76, 4.13, 0.18], [6.30, 1.58, 3.52], [6.27, 0.50, 2.63], [5.45, -0.48, 3.18], [4.88, 0.16, 4.31], [5.36, 1.37, 4.47], [6.75, 2.54, 3.28], [6.78, 0.55, 1.74], [5.23, -1.61, 2.59], [4.33, -0.41, 4.93], [5.35, 2.08, 5.15], [-3.66, 0.37, 0.58], [-3.38, -0.92, 0.23], [-2.89, -1.62, 1.39], [-2.79, -0.59, 2.39], [-3.35, 0.51, 1.92], [-4.20, 1.04, -0.12], [-3.72, -1.29, -0.68], [-2.77, -2.63, 1.40], [-2.53, -0.73, 3.44], [-3.59, 1.49, 2.28], [1.82, 4.12, 0.24], [2.92, 3.39, 0.51], [3.36, 2.80, -0.62], [2.36, 3.22, -1.73], [1.48, 4.09, -1.07], [1.40, 4.63, 0.94], [3.24, 3.28, 1.63], [4.16, 2.31, -0.63], [2.12, 2.99, -2.85], [0.52, 4.69, -1.33], [-5.60, -0.78, -4.74], [-4.44, -0.48, -5.34], [-3.48, -1.26, -4.78], [-4.15, -2.09, -3.67], [-5.44, -1.59, -3.65], [-6.51, -0.36, -4.93], [-4.30, 0.02, -6.19], [-2.36, -1.50, -5.09], [-3.86, -2.62, -2.89], [-6.43, -1.78, -3.02], [-1.39, -1.88, -7.87], [-0.55, -2.51, -7.05], [0.38, -1.71, -6.48], [0.11, -0.46, -7.14], [-0.95, -0.61, -8.05], [-2.07, -2.40, -8.30], [-1.03, -3.60, -6.67], [0.95, -1.89, -5.62], [0.62, 0.62, -7.01], [-1.27, 0.06, -8.80], [2.41, -2.00, -1.49], [3.20, -2.14, -0.28], [4.28, -1.25, -0.37], [3.92, -0.44, -1.71], [2.83, -1.04, -2.39], [1.59, -2.73, -1.57], [2.94, -2.91, 0.38], [4.92, -1.11, 0.41], [4.35, 0.35, -1.91], [2.23, -0.68, -3.31], [1.16, -4.86, -1.99], [0.46, -4.38, -0.91], [-0.31, -3.36, -1.40], [-0.14, -3.28, -2.93], [0.71, -4.20, -3.19], [1.73, -5.74, -1.95], [0.43, -4.79, -0.02], [-1.00, -2.64, -0.88], [-0.42, -2.77, -3.66], [1.10, -4.66, -4.04], [0.17, 4.84, 3.28], [-0.80, 5.06, 2.31], [-1.43, 3.95, 2.00], [-0.77, 2.95, 2.91], [0.30, 3.46, 3.54], [0.70, 5.42, 3.89], [-1.08, 6.23, 2.06], [-2.55, 3.93, 1.35], [-1.23, 1.86, 2.98], [1.10, 2.93, 4.10], [0.55, -3.87, 7.78], [-0.48, -2.95, 7.56], [0.03, -1.72, 7.95], [1.44, -1.95, 8.34], [1.78, -3.25, 8.15], [0.52, -4.87, 7.57], [-1.46, -3.33, 7.04], [-0.82, -0.93, 7.71], [2.09, -1.18, 8.69], [2.63, -3.73, 8.51]],
  "gap_ev": 8.9,
  "e_lumo_ev": -1.3,
  "homo_ha": -0.37571,
  "total_charge": 1,
  "e_above_lowest_kcal_mol": 29.32
}

{
  "formula": "C5H13NO",
  "method": "ωB97M-V with the def2-TZVPD basis set",
  "species": ["C", "N", "C", "C", "C", "C", "O", "H", "H", "H", "H", "H", "H", "H", "H", "H", "H", "H", "H", "H"],
  "xyz": [[0.17, -2.04, 1.01], [0.15, -0.65, 1.51], [-0.44, 0.38, 0.66], [-1.96, 0.07, 0.51], [0.19, 0.47, -0.75], [1.21, 1.60, -0.98], [1.52, 1.78, -2.35], [0.86, -2.16, 0.17], [0.37, -2.71, 1.85], [-0.76, -2.28, 0.50], [1.13, -0.48, 1.74], [-0.41, 1.34, 1.16], [-2.46, 0.37, 1.42], [-2.11, -0.95, 0.11], [-2.34, 0.43, -0.46], [0.71, -0.45, -1.00], [-0.61, 0.56, -1.49], [0.82, 2.46, -0.45], [2.16, 1.33, -0.49], [1.78, 0.93, -2.67]],
  "gap_ev": 9.6,
  "smiles": "CN[C@H](C)CCO",
  "e_lumo_ev": 0.9,
  "homo_ha": -0.32121,
  "total_charge": 0,
  "e_above_lowest_kcal_mol": 45.29
}

{
  "formula": "C4H8N2O",
  "method": "ωB97M-V with the def2-TZVPD basis set",
  "species": ["C", "C", "C", "C", "N", "N", "O", "H", "H", "H", "H", "H", "H", "H", "H"],
  "xyz": [[-2.76, -0.39, 0.32], [-1.63, -0.07, 0.05], [0.23, 1.34, -0.90], [-0.25, 0.37, 0.10], [1.96, -1.08, -0.22], [0.63, -1.15, -0.30], [0.04, 0.58, 1.49], [-3.59, -1.04, 0.49], [-0.25, 2.25, -0.59], [1.24, 1.52, -0.60], [0.00, 1.01, -1.90], [2.22, -1.01, 0.74], [2.21, -0.33, -0.94], [0.22, -1.80, 0.36], [-0.27, -0.20, 1.89]],
  "gap_ev": [4.5, 7.7],
  "e_lumo_ev": [0.7, -1.6],
  "s2": 2.014,
  "spin_multiplicity": 3,
  "homo_ha": [-0.14183, -0.34103],
  "total_charge": 0,
  "e_above_lowest_kcal_mol": 91.34
}

{
  "formula": "C15H12BrO7Ti",
  "method": "ωB97M-V with the def2-TZVPD basis set",
  "species": ["Ti", "O", "C", "O", "C", "C", "C", "C", "C", "O", "C", "C", "O", "O", "H", "H", "H", "H", "H", "H", "H", "H", "Br", "C", "C", "C", "C", "C", "C", "C", "O", "O", "H", "H", "H", "H"],
  "xyz": [[0.20, -0.08, 0.27], [2.26, -0.35, -2.53], [1.57, 0.41, -1.88], [1.77, 0.73, -0.62], [0.32, 1.04, -2.54], [-0.17, 2.24, -1.73], [-1.27, 3.01, -2.46], [-2.50, 2.10, -2.25], [-1.87, 0.91, -1.55], [-0.90, 1.55, -0.67], [-0.97, 0.13, -2.53], [-0.80, -1.32, -2.07], [-1.00, -2.25, -2.81], [-0.49, -1.45, -0.79], [0.59, 1.27, -3.57], [0.62, 2.83, -1.28], [-1.42, 3.99, -2.02], [-1.01, 3.15, -3.51], [-3.24, 2.58, -1.61], [-3.00, 1.81, -3.18], [-2.54, 0.30, -0.94], [-1.40, 0.10, -3.53], [-2.58, 0.98, 4.27], [-0.92, 0.37, 4.94], [-0.78, 0.40, 6.32], [0.40, -0.03, 6.90], [1.44, -0.49, 6.11], [1.30, -0.52, 4.74], [0.12, -0.09, 4.12], [0.08, -0.16, 2.66], [-0.91, 0.22, 1.94], [1.10, -0.61, 2.02], [-1.59, 0.76, 6.93], [0.50, -0.01, 7.98], [2.36, -0.83, 6.57], [2.11, -0.87, 4.11]],
  "gap_ev": [8.0, 9.2],
  "e_lumo_ev": [-0.5, -0.5],
  "s2": 0.752,
  "spin_multiplicity": 2,
  "homo_ha": [-0.31383, -0.35623],
  "total_charge": 0,
  "e_above_lowest_kcal_mol": 0.00
}